w | {
  "formula": "C7H6N2",
  "method": "ωB97M-V with the def2-TZVPD basis set",
  "elements": ["C", "N", "C", "C", "H", "C", "N", "H", "C", "H", "H", "C", "C", "H", "H"],
  "xyz": [[0.02504, -2.11354, 0.34643], [-0.19754, 0.15406, 2.08383], [-0.58458, 1.28870, -1.25549], [0.41306, -1.21120, -0.33369], [-2.18042, 1.37806, 0.03604], [1.08636, -0.44023, -1.33627], [0.56335, -0.37087, 2.90374], [1.20689, 1.26525, -2.61327], [-0.52539, 0.64313, 1.05602], [0.42139, -0.32279, 3.86534], [-1.27603, 1.65273, -2.10807], [0.70181, 0.78572, -1.72271], [-1.08590, 1.19971, -0.01627], [-0.43606, -2.87582, 0.88965], [1.86803, -1.03288, -1.79529]],
  "e_lumo_ev": [0.11, 0.11],
  "homo_energy_ev": [-7.5, -7.5]
}

x | {
  "formula": "C7H6N2",
  "method": "ωB97M-V with the def2-TZVPD basis set",
  "elements": ["C", "C", "N", "C", "C", "C", "C", "H", "C", "H", "H", "H", "H", "H", "N"],
  "xyz": [[-1.39086, -1.08287, 0.16881], [-0.48231, -0.05303, 0.13581], [0.68528, -0.46588, -0.33676], [0.91944, 1.79644, 0.32271], [1.67327, 0.45352, -0.19769], [0.55358, -1.81607, -0.71417], [-0.42512, 1.35860, 0.53788], [-1.35082, 3.00999, 1.21758], [-0.75146, -2.13342, -0.45439], [1.23858, 2.76346, 0.34960], [-2.36857, -1.12473, 0.48914], [-1.00204, -3.13220, -0.76484], [1.42546, -2.17377, -1.19469], [2.71493, 0.55839, -0.50349], [-1.43937, 2.04157, 0.94450]],
  "smiles": "[H]/N=C1\\C=Cn2cccc21",
  "e_lumo_ev": [-0.74, -0.73],
  "homo_energy_ev": [-7.9, -8.2]
}

Most stable: x. Least stable: w.

w | {
  "formula": "C3H5NOSi",
  "method": "ωB97M-V with the def2-TZVPD basis set",
  "elements": ["H", "N", "H", "C", "C", "C", "H", "O", "H", "Si", "H"],
  "xyz": [[-2.02535, -1.08743, -1.63195], [-1.10226, 0.78459, -0.84681], [-1.37897, -1.91272, 0.91244], [-1.54652, -0.55014, -0.82690], [-0.62019, 1.03816, 0.33529], [-1.46282, -0.95374, 0.43740], [2.88987, 0.75601, 0.80676], [-0.72016, 0.00285, 1.12760], [-0.35880, 2.00345, 0.78127], [3.72404, -0.00104, -0.15187], [2.60116, -0.08000, -0.94322]],
  "e_lumo_ev": -1.02,
  "homo_energy_ev": -9.0
}

x | {
  "formula": "C3H5NOSi",
  "method": "ωB97M-V with the def2-TZVPD basis set",
  "elements": ["H", "N", "C", "H", "H", "O", "C", "C", "Si", "H", "H"],
  "xyz": [[-0.08604, -1.84225, 2.53993], [-0.53484, -0.42628, 0.82786], [0.17696, -1.37314, 1.51447], [0.15276, 2.77911, -1.74265], [-1.64493, 1.63404, -2.68393], [1.33060, -0.84399, -0.25385], [1.33358, -1.60518, 0.85150], [0.19070, -0.23540, -0.23521], [-1.04085, 1.79007, -1.43725], [-2.14919, 2.16079, -0.47273], [2.27124, -2.03778, 1.09185]],
  "e_lumo_ev": -0.39,
  "homo_energy_ev": -9.0
}

Most stable: w. Least stable: x.

w | {
  "formula": "C4H11NO",
  "method": "ωB97M-V with the def2-TZVPD basis set",
  "elements": ["C", "H", "H", "C", "H", "H", "H", "N", "H", "H", "H", "C", "H", "H", "O", "C", "H"],
  "xyz": [[2.37495, -0.65918, -0.66067], [-5.27986, 3.64776, 0.97687], [0.88835, -0.18923, -2.23342], [0.97155, -0.69046, -1.27058], [2.80041, -0.34585, 1.39149], [-0.29924, 0.81101, -0.11410], [0.25015, -1.45339, 1.44429], [0.69987, -0.63457, 1.09120], [2.73849, 0.35705, -0.74044], [-0.90849, -0.71541, -0.26031], [3.07063, -1.33436, -1.15699], [0.06175, -0.21328, -0.16062], [-6.25347, 2.83398, 0.18392], [0.69381, -1.72917, -1.46646], [-6.19294, 3.31311, 1.02677], [2.11391, -0.98281, 0.81438], [2.27013, -2.01521, 1.13467]],
  "spin_multiplicity": 2,
  "e_lumo_ev": [3.44, 3.43],
  "total_charge": -1,
  "homo_energy_ev": [1.3, -5.9]
}

x | {
  "formula": "C4H11NO",
  "method": "ωB97M-V with the def2-TZVPD basis set",
  "elements": ["N", "C", "H", "H", "H", "H", "H", "H", "H", "O", "H", "C", "H", "H", "C", "H", "C"],
  "xyz": [[-1.03554, 0.62033, 0.54449], [0.32244, 1.34667, -1.42229], [-1.57531, 1.47876, 0.47501], [2.35338, 0.41089, 0.48612], [-1.54334, -2.18835, -1.57932], [0.28870, 0.61397, -2.29568], [1.39488, 1.91302, -1.53589], [-1.03596, 0.38845, 1.59183], [-1.87865, -2.27289, -3.18699], [-1.43020, -2.74059, -2.43107], [0.52109, 0.23524, 2.86336], [0.88019, -0.53935, 2.22373], [-0.13382, -1.09370, 2.29377], [-0.37612, 2.15500, -1.56602], [0.27758, 0.74285, 0.00557], [1.71191, -1.13616, 2.74010], [1.25875, 0.06588, 0.79327]],
  "spin_multiplicity": 2,
  "e_lumo_ev": [4.00, 3.96],
  "total_charge": -1,
  "homo_energy_ev": [1.2, -4.2]
}

y | {
  "formula": "C4H11NO",
  "method": "ωB97M-V with the def2-TZVPD basis set",
  "elements": ["C", "O", "C", "H", "H", "H", "H", "C", "H", "H", "C", "H", "N", "H", "H", "H", "H"],
  "xyz": [[0.85935, 0.39987, 1.25100], [-3.11753, 0.29246, -0.09973], [0.85879, -1.04031, 0.66551], [-2.17571, 0.27777, 0.27355], [0.08796, 2.22558, -0.00083], [-0.15459, 0.60598, -1.90015], [-0.09611, 0.46040, 1.85655], [0.39867, -1.10515, -0.77307], [1.87641, -1.27760, 0.69092], [0.35233, -1.70104, 1.35667], [0.54363, 1.16988, -0.05916], [1.63730, 0.99316, 1.87273], [-0.24652, 0.28014, -0.97715], [1.51175, 1.35688, -0.61000], [1.07819, -1.24794, -1.68415], [-2.98693, 0.15958, -0.97161], [-0.42697, -1.84965, -0.89108]],
  "spin_multiplicity": 2,
  "e_lumo_ev": [4.27, 4.16],
  "total_charge": -1,
  "homo_energy_ev": [1.2, -4.9]
}

Most stable: w. Least stable: x.

w | {
  "formula": "C6H11N3",
  "method": "ωB97M-V with the def2-TZVPD basis set",
  "elements": ["H", "H", "C", "H", "C", "C", "H", "C", "C", "H", "H", "N", "C", "H", "H", "N", "H", "H", "N", "H"],
  "xyz": [[2.88603, -1.49553, -0.27756], [1.93769, -2.16455, 1.90760], [-0.39858, -0.50386, -0.05599], [0.21488, -2.53265, 1.76602], [0.95508, -1.72788, 1.70011], [0.08620, 1.81659, -1.63455], [-2.32884, 1.48129, -0.70485], [1.92286, -1.05986, -0.52237], [0.90733, -1.09093, 0.35139], [1.81820, -0.61234, -1.50459], [-0.45332, 1.02151, 1.45403], [0.02470, 1.94015, -0.36020], [-0.72781, 0.94154, 0.39645], [0.74070, -0.99602, 2.48474], [-0.40825, 1.01527, -2.21097], [-2.15914, 1.20234, 0.25814], [0.65465, 2.55242, -2.22637], [-2.34119, 2.05347, 0.79076], [-1.23519, -1.20286, -0.76905], [-2.09602, -0.63807, -0.84274]],
  "smiles": "[H]/N=C(/C(=C)C)[C@H](N)N=C",
  "e_lumo_ev": 0.88,
  "homo_energy_ev": -9.4
}

x | {
  "formula": "C6H11N3",
  "method": "ωB97M-V with the def2-TZVPD basis set",
  "elements": ["H", "H", "N", "H", "N", "H", "H", "C", "C", "H", "H", "H", "C", "C", "C", "H", "N", "H", "C", "H"],
  "xyz": [[-3.42179, -0.55682, -0.10474], [3.69002, -0.00754, 1.09636], [-0.29670, 1.71885, 0.09896], [-1.41662, -0.49614, 1.57087], [2.31321, -0.59338, -0.78104], [-1.70023, 2.84752, -0.12622], [-0.33637, -1.93731, -0.61960], [2.83628, 0.45730, 0.13336], [1.43140, -0.28784, 0.35933], [-1.10970, -3.08196, 0.71123], [-2.20793, -0.63522, -1.35481], [1.48660, -1.14044, 1.20834], [-0.00742, 0.47649, 0.24937], [-2.25872, -0.96138, -0.32146], [-1.19917, -2.01396, -0.01427], [2.76083, -1.50596, -0.55899], [-1.61177, 1.95741, -0.20421], [-2.35593, 1.34727, -0.00800], [-1.03128, -0.63551, 0.41765], [3.15138, 1.37585, -0.55416]],
  "e_lumo_ev": 0.87,
  "homo_energy_ev": -8.6
}

y | {
  "formula": "C6H11N3",
  "method": "ωB97M-V with the def2-TZVPD basis set",
  "elements": ["H", "H", "N", "C", "C", "C", "H", "H", "H", "C", "H", "C", "N", "C", "H", "N", "H", "H", "H", "H"],
  "xyz": [[0.69155, 1.43382, 1.51742], [1.03332, -0.34076, -1.77447], [2.97053, -0.91198, 1.57838], [-2.08997, -1.60630, 0.65617], [-0.68686, 0.43206, 0.20024], [0.57549, 1.23271, 0.44912], [-1.96051, -2.24424, -0.22015], [2.80411, -0.24081, -1.62882], [-1.54568, 1.92312, -0.88932], [1.86790, 0.27440, -1.42227], [-0.15782, -1.04939, 1.55459], [2.37951, -0.26671, 0.83330], [-1.49642, 0.91630, -0.82746], [-0.90410, -0.71286, 0.85109], [-2.21998, -2.24927, 1.52267], [1.77162, 0.54271, -0.00400], [-3.00623, -1.03030, 0.51733], [0.52664, 2.18738, -0.08671], [1.85579, 1.22404, -1.96093], [-2.40887, 0.48606, -0.86619]],
  "smiles": "C/C=C(\\N)CN(C)C#N",
  "e_lumo_ev": 0.74,
  "homo_energy_ev": -8.4
}

z | {
  "formula": "C6H11N3",
  "method": "ωB97M-V with the def2-TZVPD basis set",
  "elements": ["H", "H", "H", "H", "C", "C", "C", "C", "H", "H", "C", "C", "H", "H", "N", "N", "H", "H", "N", "H"],
  "xyz": [[1.34235, 3.09098, -1.08477], [1.86772, 2.82492, 0.55788], [-0.40619, -3.11827, 1.20861], [-2.22766, -0.79891, 1.62574], [-0.51237, -0.54463, 0.63319], [-1.41223, -2.66786, 1.11949], [0.09487, -0.90328, -0.52944], [1.00742, 2.71997, -0.10078], [0.94294, 0.04636, -3.02593], [1.89310, 1.26364, -2.43669], [0.74852, 0.30588, -1.01112], [0.55008, 1.30513, -0.11314], [0.05621, -1.82911, -1.06514], [-0.20409, 1.08366, 1.89581], [-0.23755, 0.73457, 0.91912], [1.46860, 0.37858, -2.21130], [-1.74710, -2.84560, 0.08681], [-2.10726, -3.14715, 1.78720], [-1.29372, -1.25835, 1.52006], [0.17636, 3.35948, 0.22442]],
  "smiles": "CNc1cc(N)c(C)[nH]1",
  "e_lumo_ev": 1.02,
  "homo_energy_ev": -6.9
}

Most stable: z. Least stable: x.